[1]
{
  "formula": "C6H14O2",
  "method": "ωB97M-V/def2-TZVPD",
  "elements": ["C", "C", "C", "C", "H", "H", "H", "H", "H", "H", "H", "H", "H", "H", "C", "C", "O", "O", "H", "H", "H", "H"],
  "xyz": [[0.3272, 0.5535, 0.8466], [-0.0293, 0.0526, 2.2303], [-0.4802, 1.7689, 0.4303], [1.8197, 0.7525, 0.6525], [0.0584, -0.2629, -0.0055], [-0.3083, 1.9928, -0.6261], [2.3729, -0.1534, 0.9164], [-1.0996, -0.1552, 2.3104], [0.5239, -0.8574, 2.4783], [0.2243, 0.8092, 2.9820], [-0.2119, 2.6339, 1.0478], [-1.5517, 1.5980, 0.5665], [2.0338, 0.9724, -0.3971], [2.1832, 1.5685, 1.2874], [-0.2933, -1.6209, -1.1326], [-1.6211, -1.7374, -1.2002], [0.6012, -0.8934, -2.2154], [-0.2860, -0.1943, -3.1134], [-0.2446, -0.8234, -3.8522], [0.3369, -2.4108, -0.7418], [-2.2375, -0.9873, -1.6820], [-2.1178, -2.6057, -0.7822]],
  "forces_ev_per_a": [[-0.4, -1.7, -2.3], [0.0, -0.1, -0.1], [0.0, 0.1, 0.2], [0.1, 0.1, 0.1], [0.5, 1.8, 2.6], [0.0, 0.1, 0.1], [0.0, 0.1, 0.0], [0.1, 0.0, 0.0], [-0.1, 0.0, 0.0], [0.0, 0.0, 0.0], [0.0, 0.1, -0.2], [0.0, 0.0, 0.0], [0.1, 0.1, 0.1], [0.1, 0.0, -0.1], [0.8, -0.7, -3.9], [0.6, 0.6, -0.2], [-2.6, -0.7, 2.8], [0.6, -0.6, 0.2], [-0.2, 0.3, 0.0], [0.2, 0.4, 0.3], [0.1, -0.2, -0.2], [0.2, 0.3, 0.5]],
  "lumo_energy_ev": 0.860,
  "relative_energy_kj_mol": 523.65,
  "orbital_gap_ha": 0.3707,
  "homo_energy_ha": -0.3391
}

---

[2]
{
  "formula": "C6H14O3V",
  "method": "ωB97M-V/def2-TZVPD",
  "elements": ["H", "C", "H", "H", "H", "C", "O", "C", "C", "O", "C", "C", "O", "H", "H", "H", "H", "H", "H", "H", "H", "H", "H", "V"],
  "xyz": [[0.3296, -0.3431, 4.1520], [0.2066, 0.4564, 3.4135], [0.8727, 1.3223, 3.4435], [-0.8272, 0.8054, 3.4867], [1.1048, -0.2529, 2.4718], [0.8461, 1.2976, -3.7503], [0.5117, 0.3769, -2.7203], [0.4202, 0.9185, -1.3839], [0.2252, -0.2332, -0.4162], [-1.1586, -0.6314, -0.5537], [-1.7279, -1.1818, 0.6094], [-0.5608, -1.4815, 1.5359], [0.1421, -0.2026, 1.6334], [1.0792, 0.7310, -4.6566], [-0.0250, 1.9407, -3.9340], [1.7344, 1.8671, -3.4455], [-0.4286, 1.6165, -1.3507], [1.3831, 1.4105, -1.1874], [1.2245, -0.3992, 0.0180], [-2.2877, -2.1091, 0.4400], [-2.4266, -0.4284, 1.0028], [0.1274, -2.1652, 1.0218], [-0.8995, -1.8016, 2.5260], [0.1342, -1.5129, -2.3563]],
  "forces_ev_per_a": [[0.4, 0.0, -0.2], [-0.9, 0.2, 1.0], [0.2, -0.3, -0.2], [0.2, -0.2, -0.5], [-2.5, 0.1, -1.8], [0.0, 0.6, -0.8], [-0.1, -0.3, -0.1], [-0.2, 0.6, 1.0], [0.9, 1.2, -5.2], [1.8, -0.8, -0.7], [-0.3, -0.3, 1.4], [-0.7, 0.0, 0.2], [2.5, 0.9, 4.0], [-0.1, 0.1, 0.2], [0.4, 0.0, 0.0], [-0.3, 0.0, -0.1], [0.3, 0.0, -0.1], [-0.3, 0.1, 0.0], [-1.3, -1.6, 0.3], [0.1, 0.2, -0.3], [0.2, -0.3, 0.1], [-0.2, -0.2, 0.6], [0.3, -0.2, -0.3], [-0.5, 0.1, 1.3]],
  "lumo_energy_ev": [-8.546, -8.762],
  "relative_energy_kj_mol": 229.22,
  "charge": 2,
  "spin_multiplicity": 4,
  "orbital_gap_ha": [0.2516, 0.2293],
  "homo_energy_ha": [-0.5657, -0.5513]
}

---

For each record above, in turn, the calculated E values are -387.30807 -1405.75633 hartree.